Entry 1:
An isolated ion of composition C3H6BrN2 and charge +1. Source: the OMol25 dataset; level of theory: ωB97M-V with the def2-TZVPD basis set.

```
! RIJCOSX wB97M-V def2-TZVPD def2/J DEFGRID3
* xyz 1 1
C -0.346 -1.628 -0.083
C 0.943 0.015 -0.735
C -0.936 -0.400 0.548
N 0.631 -1.348 -0.821
N 0.225 0.512 0.504
Br -1.542 -0.695 2.512
H -0.744 -2.646 -0.056
H 2.048 -0.116 -0.757
H 0.819 0.571 -1.635
H -1.969 0.051 0.185
H 0.734 0.323 1.316
H 0.093 1.506 0.489
*
```

Properties
Energy above the lowest of the compared OMol25 structures with the same formula, charge and spin, eV: 1.537
HOMO level, Ha: -0.555
HOMO-LUMO gap, Eh: 0.387

Entry 2:
A 2-piece molecular cluster, C3H6BrN2O overall. Source: the OMol25 dataset; level of theory: ωB97M-V with the def2-TZVPD basis set.

```
! RIJCOSX wB97M-V def2-TZVPD def2/J DEFGRID3
* xyz 1 1
C -0.730 -1.063 -0.728
C 1.015 -0.982 0.632
C -0.106 1.197 0.293
N 0.136 -0.202 0.036
N -0.348 -2.358 -0.461
O 0.748 -2.274 0.442
Br -3.376 -0.356 0.051
H -1.115 -0.849 -1.781
H 1.882 -0.851 1.445
H -1.123 1.494 0.362
H 0.421 1.576 1.046
H 0.028 1.869 -0.587
H -0.997 -3.119 -0.301
*
```

Properties
Energy above the lowest of the compared OMol25 structures with the same formula, charge and spin, eV: 2.837
HOMO level (spin up / spin down), Ha: -0.497 / -0.479
HOMO-LUMO gap (spin up / spin down), Eh: 0.283 / 0.245

Entry 3:
A 2-piece molecular cluster, C3H6BrNO2 overall. Source: the OMol25 dataset; level of theory: ωB97M-V with the def2-TZVPD basis set.

```
! RIJCOSX wB97M-V def2-TZVPD def2/J DEFGRID3
* xyz 0 3
C 2.294 -0.585 -0.915
C -0.552 0.807 1.089
C 1.064 -0.911 -0.743
N -1.498 0.930 0.228
O -1.509 1.475 -0.863
O -2.749 0.270 0.641
Br 0.715 -2.056 0.788
H -3.252 0.065 -0.069
H 2.604 -0.087 -1.879
H 3.055 -0.957 -0.250
H 0.283 1.474 1.191
H -0.475 0.221 1.968
H 0.022 -0.645 -1.186
*
```

Properties
Energy above the lowest of the compared OMol25 structures with the same formula, charge and spin, eV: 4.042
HOMO level (spin up / spin down), Ha: -0.234 / -0.359
HOMO-LUMO gap (spin up / spin down), Eh: 0.263 / 0.291

Entry 4:
A single C3H6BrNO2S2 molecule. Source: the OMol25 dataset; level of theory: ωB97M-V with the def2-TZVPD basis set.

```
! RIJCOSX wB97M-V def2-TZVPD def2/J DEFGRID3
* xyz 0 1
C 0.327 0.950 -0.880
C -0.693 -0.384 1.319
C 0.533 -0.207 0.029
N 0.672 -1.497 -0.651
O 0.242 -1.467 -1.784
O 0.932 -2.459 -0.013
S -0.033 2.688 -0.312
S -2.412 -0.327 1.116
Br 2.105 0.085 1.139
H 1.049 1.050 -1.651
H -0.511 0.693 -1.528
H -0.517 -1.380 1.755
H -0.359 0.371 2.015
H 0.985 3.394 -0.884
H -2.321 -1.511 0.332
*
```

Properties
Energy above the lowest of the compared OMol25 structures with the same formula, charge and spin, eV: 0.000
HOMO level, Ha: -0.355
HOMO-LUMO gap, Eh: 0.339

Entry 5:
An isolated ion of composition C3H6Cl2N3S and charge +1. Source: the OMol25 dataset; level of theory: ωB97M-V with the def2-TZVPD basis set.

```
! RIJCOSX wB97M-V def2-TZVPD def2/J DEFGRID3
* xyz 1 1
C 0.963 0.982 0.639
C -0.739 -0.595 -0.265
C -1.838 0.541 -0.254
N 0.665 2.187 0.308
N 0.435 -0.216 0.185
N -0.955 -1.799 -0.623
S 0.059 2.806 -1.081
Cl -1.867 1.134 1.440
Cl -3.445 -0.128 -0.559
H 1.434 0.807 1.627
H -1.676 1.434 -0.906
H 1.224 2.771 0.895
H 1.087 -1.074 0.135
H -1.854 -1.932 -1.045
H -0.335 -2.608 -0.619
*
```

Properties
Energy above the lowest of the compared OMol25 structures with the same formula, charge and spin, eV: 0.917
HOMO level (spin up / spin down), Ha: -0.455 / -0.455
HOMO-LUMO gap (spin up / spin down), Eh: 0.280 / 0.280

Entry 6:
A 2-piece molecular cluster, C3H6Cl2O2 overall. Source: the OMol25 dataset; level of theory: ωB97M-V with the def2-TZVPD basis set.

```
! RIJCOSX wB97M-V def2-TZVPD def2/J DEFGRID3
* xyz 0 1
C -0.189 0.897 0.675
C 1.652 0.301 -0.796
C 0.870 0.206 0.470
O 1.034 -0.380 -1.766
O 1.495 -0.720 1.252
Cl 1.928 2.059 -1.244
Cl -2.061 -2.375 -0.516
H -0.950 0.629 1.376
H -1.353 -1.391 -0.115
H -0.548 1.623 0.000
H 2.612 -0.119 -0.388
H 0.081 -0.372 -1.501
H 0.982 -0.973 2.010
*
```

Properties
Energy above the lowest of the compared OMol25 structures with the same formula, charge and spin, eV: 1.818
HOMO level, Ha: -0.371
HOMO-LUMO gap, Eh: 0.385

Entry 7:
A 3-piece molecular cluster, C3H6Cl2O3 overall. Source: the OMol25 dataset; level of theory: ωB97M-V with the def2-TZVPD basis set.

```
! RIJCOSX wB97M-V def2-TZVPD def2/J DEFGRID3
* xyz 0 1
C -0.521 1.656 0.502
C -0.256 0.770 -0.443
C 2.738 -0.716 -0.120
O 0.793 1.116 -1.343
O 2.879 0.537 0.210
O 2.143 -1.069 -1.080
Cl -5.986 -2.136 1.410
Cl 3.534 -1.840 0.886
H -0.307 2.641 0.586
H -1.208 1.243 1.280
H -0.566 -0.235 -0.497
H -6.394 -3.218 0.838
H 2.278 0.985 -0.367
H 0.875 0.266 -1.863
*
```

Properties
Energy above the lowest of the compared OMol25 structures with the same formula, charge and spin, eV: 0.656
HOMO level, Ha: -0.353
HOMO-LUMO gap, Eh: 0.377

Entry 8:
A single C3H6Cl2S molecule. Source: the OMol25 dataset; level of theory: ωB97M-V with the def2-TZVPD basis set.

```
! RIJCOSX wB97M-V def2-TZVPD def2/J DEFGRID3
* xyz 0 1
C 0.184 0.499 0.183
C 0.960 -0.822 0.527
C -1.356 0.371 0.099
H 0.589 0.680 -2.038
H 0.460 1.124 1.025
H 1.791 -0.556 1.086
H 0.315 -1.379 1.179
H -1.764 0.205 1.094
H -1.735 1.319 -0.393
S 1.009 1.482 -1.035
Cl 1.539 -1.911 -0.802
Cl -1.992 -1.010 -0.924
*
```

Properties
Energy above the lowest of the compared OMol25 structures with the same formula, charge and spin, eV: 0.179
HOMO level, Ha: -0.350
HOMO-LUMO gap, Eh: 0.374

Entry 9:
A 2-piece molecular cluster, C3H6Cl3NSi overall. Source: the OMol25 dataset; level of theory: ωB97M-V with the def2-TZVPD basis set.

```
! RIJCOSX wB97M-V def2-TZVPD def2/J DEFGRID3
* xyz 0 1
C 1.114 0.738 2.585
C 0.196 0.776 1.582
C 0.403 1.252 0.275
N -1.548 -0.678 -2.045
Si -0.242 -1.569 -1.221
Cl -1.518 -0.262 -3.755
Cl -0.999 -3.388 -0.546
Cl 1.375 -1.928 -2.416
H 0.922 0.434 3.510
H 2.118 1.100 2.365
H -0.792 0.598 1.848
H 1.406 1.646 0.001
H -0.340 1.211 -0.578
H -2.096 0.070 -1.605
*
```

Properties
HOMO level (spin up / spin down), Ha: -0.303 / -0.298
HOMO-LUMO gap (spin up / spin down), Eh: 0.251 / 0.272

Entry 10:
C3H6Cl6 as an isolated structure. Source: the OMol25 dataset; level of theory: ωB97M-V with the def2-TZVPD basis set.

```
! RIJCOSX wB97M-V def2-TZVPD def2/J DEFGRID3
* xyz 0 1
C -1.827 11.470 34.719
Cl -3.388 10.854 35.096
Cl -1.163 10.968 33.123
H -1.904 12.552 34.828
H -1.122 11.137 35.481
C -5.981 10.792 34.166
Cl -5.857 10.433 35.888
Cl -6.369 9.443 33.128
H -6.797 11.507 34.062
H -4.943 11.025 33.928
C 1.732 12.529 36.534
Cl 3.066 12.905 35.434
Cl 0.234 12.540 35.535
H 2.045 11.567 36.938
H 1.660 13.288 37.312
*
```

Properties
Energy above the lowest of the compared OMol25 structures with the same formula, charge and spin, eV: 2.232
HOMO level, Ha: -0.376
HOMO-LUMO gap, Eh: 0.392